{
  "formula": "C43H42AsI2N5O7Y",
  "method": "ωB97M-V with the def2-TZVPD basis set",
  "elements": ["Y", "I", "C", "C", "C", "I", "C", "O", "C", "C", "N", "C", "C", "C", "C", "C", "C", "N", "C", "H", "H", "H", "H", "H", "H", "H", "H", "H", "H", "H", "O", "C", "C", "O", "C", "C", "O", "C", "O", "O", "N", "C", "N", "O", "H", "H", "H", "H", "C", "C", "C", "C", "C", "C", "As", "N", "C", "C", "C", "C", "C", "C", "C", "C", "C", "C", "C", "C", "C", "C", "C", "C", "C", "C", "H", "H", "H", "H", "H", "H", "H", "H", "H", "H", "H", "H", "H", "H", "H", "H", "H", "H", "H", "H", "H", "H", "H", "H", "H", "H", "H"],
  "xyz": [[-0.0711, -0.3980, -1.6229], [5.5504, -5.9985, -2.2763], [4.3462, -4.2939, -2.2030], [4.9091, -3.0645, -1.9025], [4.0943, -1.9522, -1.8483], [4.9324, -0.0923, -1.4263], [2.7033, -2.0137, -2.0519], [1.9656, -0.9583, -1.9500], [2.1669, -3.2792, -2.3997], [0.6876, -3.4763, -2.6461], [0.0291, -2.3435, -3.3177], [0.5838, -2.0797, -4.6386], [0.4405, -0.6475, -5.0890], [0.3653, -0.3490, -6.4443], [0.3536, 0.9767, -6.8400], [0.4176, 1.9615, -5.8692], [0.4644, 1.5746, -4.5395], [0.4709, 0.3005, -4.1538], [2.9903, -4.3912, -2.4688], [5.9688, -2.9700, -1.7152], [0.1658, -3.6247, -1.6969], [0.5701, -4.4005, -3.2340], [-0.9681, -2.5276, -3.3689], [0.1664, -2.7504, -5.4038], [1.6582, -2.2904, -4.5895], [0.3184, -1.1503, -7.1701], [0.2937, 1.2360, -7.8888], [0.4161, 3.0108, -6.1243], [0.4931, 2.3036, -3.7398], [2.5578, -5.3497, -2.7293], [-4.4732, 4.1567, -2.0876], [-3.6060, 3.3196, -2.1329], [-3.7728, 1.8601, -2.5319], [-4.8145, 1.2835, -2.8074], [-2.4421, 1.2868, -2.4456], [-1.5171, 2.1982, -1.9352], [-0.3113, 1.8351, -1.6448], [-2.1336, 3.5174, -1.7653], [-1.6227, 4.5555, -1.4019], [-2.1207, 0.0493, -2.6778], [-3.4251, -3.3513, -0.1019], [-2.9326, -2.4788, -1.0382], [-3.8113, -1.8946, -1.8667], [-1.7054, -2.3162, -1.1327], [-4.3871, -3.2767, 0.1781], [-2.7692, -3.5936, 0.6217], [-4.7916, -1.8979, -1.6444], [-3.4373, -1.0753, -2.3717], [2.6979, 0.3517, 6.9888], [2.1385, 0.5629, 5.6100], [0.9298, 0.0011, 5.2293], [0.4013, 0.1843, 3.9569], [-0.8954, -0.4952, 3.6299], [1.0922, 0.9628, 3.0180], [0.4455, 1.2773, 1.1552], [0.1120, -0.4729, 0.5775], [1.0581, -1.4352, 0.9234], [2.4150, -1.1743, 1.1942], [3.3046, -2.1949, 1.4638], [2.8957, -3.5237, 1.4699], [1.5654, -3.8045, 1.2062], [0.6629, -2.7847, 0.9516], [-1.3342, 2.0683, 1.5738], [-1.2588, 3.4069, 2.0023], [0.0439, 4.1335, 2.1920], [-2.4227, 4.1329, 2.2474], [-3.6772, 3.5905, 2.0557], [-4.9253, 4.4011, 2.2534], [-3.7456, 2.2793, 1.6111], [-2.6107, 1.5181, 1.3604], [-2.8316, 0.1408, 0.8039], [2.3289, 1.5145, 3.3862], [3.2027, 2.3237, 2.4596], [2.8246, 1.3132, 4.6715], [2.0488, -0.2932, 7.5806], [2.8058, 1.2996, 7.5197], [3.6848, -0.1123, 6.9449], [0.3830, -0.6098, 5.9393], [-1.1896, -1.1571, 4.4443], [-0.8001, -1.0808, 2.7155], [-1.6917, 0.2342, 3.4725], [2.7904, -0.1609, 1.1324], [4.3447, -1.9469, 1.6412], [3.6033, -4.3189, 1.6621], [1.2188, -4.8320, 1.1992], [-0.3767, -3.0099, 0.7453], [0.7037, 3.9957, 1.3322], [0.5734, 3.7832, 3.0798], [-0.1410, 5.2019, 2.3033], [-2.3334, 5.1659, 2.5641], [-4.7119, 5.3277, 2.7844], [-5.6722, 3.8455, 2.8214], [-5.3685, 4.6608, 1.2907], [-4.7178, 1.8364, 1.4202], [-3.8980, -0.0359, 0.6561], [-2.4043, -0.6401, 1.4309], [-2.3429, 0.0697, -0.1659], [2.8396, 2.3390, 1.4334], [4.2151, 1.9154, 2.4562], [3.2685, 3.3576, 2.8049], [3.7839, 1.7475, 4.9334]],
  "largest_force_ev_per_a": 1.78,
  "de_lowest_kcal_mol": 0.0,
  "e_tot_ha": -5334.09662,
  "charge": -1,
  "homo_ev": -4.498,
  "homo_lumo_gap_ev": 6.5
}